(1)
63
Properties=species:S:1:pos:R:3 method="wB97M-V/def2-TZVPD" total_charge=0 gap_ev="5.06 / 6.96" s2=2.017 e_homo_ev="-5.74 / -7.76" multiplicity=3
Ti -0.55 0.81 0.25
C 3.62 0.02 1.29
C 2.18 0.40 1.30
N 1.48 0.64 0.20
N 2.08 0.60 -1.04
C 1.20 0.90 -1.95
O -0.04 1.22 -1.64
C 1.60 0.94 -3.37
C 0.70 1.40 -4.32
C 1.05 1.45 -5.66
C 2.31 1.03 -6.06
C 3.22 0.56 -5.11
C 2.86 0.52 -3.78
C 1.40 0.52 2.49
C 1.89 0.31 3.79
C 1.06 0.47 4.87
C -0.28 0.85 4.66
C -0.71 1.03 3.37
N 0.08 0.88 2.29
H 3.97 -0.03 0.27
H 3.78 -0.96 1.76
H 4.23 0.75 1.84
H -0.29 1.72 -4.00
H 0.34 1.82 -6.40
H 2.59 1.07 -7.11
H 4.20 0.23 -5.42
H 3.56 0.15 -3.03
H 2.92 0.01 3.92
H 1.44 0.31 5.87
H -0.96 0.99 5.49
H -1.74 1.30 3.17
N -4.94 1.33 0.28
C -3.92 0.46 0.28
N -2.79 1.14 0.26
C -3.20 2.44 0.26
N -4.50 2.60 0.28
C -2.18 3.48 0.28
C -2.43 4.85 0.27
N -1.45 5.74 0.30
C -0.21 5.26 0.34
C 0.06 3.90 0.36
N -0.93 3.01 0.34
H -5.92 1.14 0.30
H -4.02 -0.61 0.33
H -3.45 5.22 0.23
H 0.59 5.98 0.36
H 1.07 3.51 0.38
O -2.48 -1.59 1.61
C -1.58 -1.95 0.86
O -0.87 -1.18 0.11
C -1.23 -3.42 0.76
C -1.94 -4.34 1.52
C -1.63 -5.69 1.46
C -0.61 -6.13 0.63
C 0.09 -5.19 -0.12
C -0.20 -3.84 -0.07
N 1.18 -5.66 -0.99
O 1.40 -6.85 -1.03
O 1.79 -4.82 -1.62
H -2.72 -3.97 2.17
H -2.18 -6.40 2.05
H -0.34 -7.17 0.56
H 0.36 -3.13 -0.66

(2)
59
Properties=species:S:1:pos:R:3 method="wB97M-V/def2-TZVPD" total_charge=0 gap_ev=7.58 e_homo_ev=-7.64
K -3.03 0.68 -4.05
Se 2.11 2.48 -2.00
P 1.79 0.53 -1.30
C 3.06 -0.67 -1.83
C 3.95 -1.25 -0.93
C 4.94 -2.12 -1.38
C 5.05 -2.41 -2.73
C 4.19 -1.80 -3.64
C 3.21 -0.93 -3.20
C 1.81 0.38 0.51
C 1.56 -0.86 1.11
C 1.69 -1.01 2.48
C 2.10 0.07 3.26
C 2.36 1.29 2.66
C 2.21 1.45 1.29
C 0.21 -0.12 -1.90
C -1.13 -0.21 -1.45
N -1.86 -0.63 -2.51
N -1.04 -0.77 -3.54
N 0.19 -0.46 -3.20
P -2.05 0.12 0.04
Se -4.09 0.54 -0.33
C -1.29 1.58 0.81
C -0.96 2.63 -0.04
C -0.51 3.83 0.48
C -0.41 3.99 1.86
C -0.73 2.94 2.70
C -1.16 1.73 2.18
C -1.92 -1.33 1.11
C -1.27 -2.48 0.66
C -1.21 -3.60 1.48
C -1.78 -3.57 2.74
C -2.46 -2.44 3.17
C -2.55 -1.33 2.35
H 3.89 -1.03 0.13
H 5.62 -2.57 -0.67
H 5.81 -3.09 -3.08
H 4.29 -2.01 -4.70
H 2.55 -0.44 -3.90
H 1.28 -1.71 0.50
H 1.48 -1.97 2.94
H 2.21 -0.05 4.33
H 2.68 2.13 3.27
H 2.40 2.41 0.82
H -1.04 2.51 -1.11
H -0.24 4.64 -0.18
H -0.07 4.93 2.27
H -0.63 3.05 3.78
H -1.38 0.90 2.84
H -0.83 -2.50 -0.33
H -0.71 -4.49 1.12
H -1.71 -4.44 3.38
H -2.94 -2.43 4.14
H -3.13 -0.47 2.66
Br -6.31 0.55 -4.00
C -6.20 2.10 -2.85
Br -4.97 3.40 -3.55
H -5.83 1.77 -1.89
H -7.18 2.55 -2.79

(3)
59
Properties=species:S:1:pos:R:3 method="wB97M-V/def2-TZVPD" total_charge=-1 gap_ev="4.82 / 6.33" s2=2.038 e_homo_ev="-2.46 / -5.17" multiplicity=3
Pt 0.21 0.25 0.14
Cl -1.44 -0.09 7.06
C -0.53 -0.05 5.58
C -0.96 0.74 4.55
C -0.21 0.85 3.35
N -0.44 1.79 2.45
C -1.65 2.19 2.03
O -2.14 3.31 2.01
C -2.44 1.02 1.44
C -3.82 1.01 1.56
C -4.52 -0.12 1.15
C -3.81 -1.19 0.64
C -2.44 -1.08 0.50
N -1.76 0.01 0.87
C 0.88 -0.10 3.13
C 1.36 -0.82 4.27
C 0.67 -0.80 5.44
Cl 1.24 -1.76 6.77
N 1.29 -0.26 1.88
C 2.54 -0.90 1.52
O 3.18 -1.63 2.28
C 2.94 -0.54 0.19
C 4.18 -0.94 -0.35
C 4.60 -0.45 -1.55
C 3.76 0.47 -2.25
C 2.54 0.77 -1.72
N 2.09 0.28 -0.55
H -1.82 1.38 4.69
H -4.30 1.88 1.98
H -5.59 -0.16 1.25
H -4.30 -2.10 0.32
H -1.85 -1.86 0.04
H 2.23 -1.44 4.15
H 4.78 -1.63 0.23
H 5.55 -0.76 -1.97
H 4.07 0.93 -3.18
H 1.85 1.44 -2.23
C -1.44 5.34 -2.07
N -0.46 4.29 -1.91
C 0.22 4.00 -3.15
C -0.91 3.13 -1.12
C -1.32 1.90 -1.90
C -2.26 2.03 -2.93
C -2.62 0.96 -3.73
C -2.03 -0.28 -3.49
C -1.14 -0.42 -2.44
C -0.77 0.64 -1.60
H -0.94 6.25 -2.44
H -1.90 5.57 -1.11
H -2.24 5.10 -2.79
H 0.86 4.84 -3.43
H -0.47 3.81 -3.99
H 0.84 3.11 -3.05
H -1.74 3.48 -0.50
H -0.12 2.84 -0.42
H -2.71 3.00 -3.11
H -3.35 1.08 -4.52
H -2.28 -1.13 -4.11
H -0.71 -1.40 -2.26

(4)
52
Properties=species:S:1:pos:R:3 method="wB97M-V/def2-TZVPD" total_charge=+1 gap_ev=4.77 e_homo_ev=-10.22
F -4.09 2.00 -3.44
C -3.03 1.45 -2.77
C -2.71 0.11 -3.01
C -1.63 -0.43 -2.32
C -0.88 0.34 -1.43
C 0.35 -0.22 -0.80
C 2.39 0.98 -1.70
C 3.51 0.16 -1.65
C 4.63 0.42 -2.46
C 4.59 1.54 -3.29
F 5.71 1.83 -4.04
C 3.50 2.40 -3.33
C 2.39 2.10 -2.52
C -1.25 1.68 -1.20
C -2.31 2.25 -1.89
H -3.30 -0.49 -3.70
H -1.37 -1.49 -2.46
H 0.65 -1.12 -1.36
H 3.52 -0.71 -0.99
H 5.49 -0.24 -2.45
H 3.52 3.28 -3.97
H 1.52 2.77 -2.55
H -0.68 2.27 -0.47
H -2.58 3.30 -1.74
C -4.57 -1.89 -0.17
C -4.14 -0.65 0.32
C -2.85 -0.51 0.80
C -1.91 -1.58 0.68
C -0.54 -1.42 1.04
N 0.32 -0.46 0.52
C 1.31 0.04 1.34
C 1.33 -0.10 2.75
C 2.59 0.06 3.43
C 2.67 0.01 4.81
C 1.51 -0.20 5.59
C 0.28 -0.39 4.95
C 0.18 -0.35 3.57
C -2.40 -2.85 0.28
C -3.70 -2.99 -0.17
H -5.60 -2.00 -0.52
H -4.81 0.21 0.33
H -2.51 0.43 1.25
H -0.09 -2.13 1.74
H 1.38 0.62 -1.09
H 2.09 0.61 0.83
H 3.48 0.21 2.82
H 3.64 0.14 5.30
H 1.58 -0.22 6.68
H -0.61 -0.58 5.55
H -0.78 -0.51 3.09
H -1.71 -3.70 0.30
H -4.06 -3.96 -0.50

(5)
57
Properties=species:S:1:pos:R:3 method="wB97M-V/def2-TZVPD" total_charge=+1 gap_ev=6.33 e_homo_ev=-11.00
Ir -0.50 -0.30 0.09
C -0.12 -2.93 5.11
C -0.47 -3.26 3.81
C -0.42 -2.28 2.82
C -0.02 -1.00 3.13
C 0.31 -0.66 4.44
C 0.25 -1.63 5.42
N 0.02 0.00 2.09
N 0.14 1.18 2.46
C 0.02 2.11 1.47
C 0.24 3.47 1.72
C 0.08 4.36 0.69
C -0.30 3.90 -0.58
C -0.50 2.54 -0.81
C -0.38 1.64 0.23
H -0.15 -3.69 5.88
H -0.81 -4.26 3.57
H -0.71 -2.51 1.81
H 0.59 0.35 4.67
H 0.50 -1.37 6.44
H 0.55 3.78 2.71
H 0.23 5.42 0.85
H -0.43 4.60 -1.39
H -0.76 2.20 -1.81
C -2.52 -0.55 -2.89
O -1.44 -1.05 -2.07
C -0.31 -1.45 -2.75
C 0.01 -1.11 -4.05
C 1.22 -1.53 -4.58
C 2.09 -2.29 -3.82
C 1.75 -2.64 -2.52
C 0.54 -2.23 -2.00
N 0.08 -2.57 -0.65
C 0.98 -3.07 0.25
C 2.16 -2.47 0.57
C 3.14 -3.21 1.33
C 4.31 -2.64 1.69
C 4.57 -1.27 1.33
C 3.67 -0.52 0.65
C 2.42 -1.06 0.24
O 1.58 -0.32 -0.35
H -3.39 -0.47 -2.25
H -2.71 -1.25 -3.70
H -2.28 0.44 -3.28
H -0.66 -0.49 -4.64
H 1.48 -1.26 -5.59
H 3.03 -2.63 -4.23
H 2.41 -3.27 -1.94
H -0.83 -3.02 -0.65
H 0.70 -4.00 0.75
H 2.94 -4.25 1.57
H 5.05 -3.21 2.22
H 5.51 -0.82 1.63
H 3.87 0.51 0.39
Se -2.73 -0.59 1.01
C -3.82 0.36 -0.13
N -4.56 0.93 -0.82

(6)
60
Properties=species:S:1:pos:R:3 method="wB97M-V/def2-TZVPD" total_charge=-2 gap_ev=6.72 e_homo_ev=-2.30
Mg 0.79 -1.45 -0.08
C 3.99 -1.05 2.90
C 2.68 -0.69 2.20
O 2.44 -1.26 1.15
C 1.78 0.25 2.85
C 2.13 0.91 4.04
C 1.25 1.73 4.70
C -0.04 1.92 4.18
C -0.41 1.32 3.01
C 0.48 0.46 2.26
O 0.09 -0.06 1.18
H 4.49 -1.81 2.30
H 3.81 -1.44 3.90
H 4.64 -0.17 2.98
H 3.12 0.77 4.45
H 1.55 2.22 5.63
H -0.74 2.55 4.70
H -1.40 1.47 2.59
O 2.45 -2.86 -3.14
S 1.53 -1.96 -2.46
O 0.86 -1.09 -3.47
O 2.22 -1.08 -1.47
O 0.50 -2.72 -1.69
N -2.45 -6.27 4.83
C -1.92 -5.60 4.05
C -1.25 -4.76 3.12
C 0.02 -4.25 3.42
C 0.66 -3.41 2.52
C 0.11 -3.03 1.28
C -1.16 -3.59 1.02
C -1.83 -4.42 1.90
H 0.49 -4.50 4.37
H 1.64 -3.04 2.81
H -1.63 -3.35 0.07
H -2.81 -4.83 1.67
N -1.02 -0.24 -1.48
S 0.01 0.75 -2.13
C -0.54 1.26 -3.83
C 0.46 1.48 -4.78
C 0.13 1.62 -6.11
C -1.20 1.58 -6.51
C -2.20 1.42 -5.56
C -1.86 1.25 -4.22
C -0.76 2.29 -1.44
C -0.57 3.54 -2.04
C -1.19 4.67 -1.53
C -2.01 4.58 -0.42
C -2.18 3.35 0.20
C -1.56 2.21 -0.31
H -0.67 -1.20 -1.63
H 1.49 1.48 -4.45
H 0.91 1.71 -6.86
H -1.46 1.65 -7.56
H -3.24 1.40 -5.87
H -2.63 1.08 -3.47
H 0.06 3.62 -2.92
H -1.05 5.62 -2.03
H -2.53 5.45 -0.04
H -2.81 3.26 1.08
H -1.68 1.24 0.15

Which energy above the lowest of the compared OMol25 structures with the same formula, charge and spin belongs to each record? In order, 0.00, 0.00, 0.00, 75.12, 4.86, 2.66 kcal per mole.